This record from OMol25 describes a molecular structure, C21H58AsF6O18S8 in a non-equilibrium geometry. The level of theory is ωB97M-V with the def2-TZVPD basis set.

Each line ends with the Löwdin charge.
CARTESIAN COORDINATES (ANGSTROEM)
As (0.067, -0.987, -0.013)  0.7913
F (-0.788, 0.466, 0.483)  -0.2528
F (-0.703, -1.853, 1.274)  -0.2417
F (0.984, -2.404, -0.464)  -0.2484
F (0.767, -0.103, -1.345)  -0.2482
F (1.365, -0.489, 1.076)  -0.2615
F (-1.131, -1.664, -1.118)  -0.2660
O (5.377, -0.579, -0.943)  -0.2953
S (5.401, 0.775, -0.435)  0.6073
O (6.128, 1.006, 0.796)  -0.2785
O (5.980, 1.778, -1.550)  -0.2724
C (5.701, 1.489, -2.933)  -0.2700
C (6.445, 2.523, -3.802)  -0.0520
C (3.727, 1.392, -0.309)  -0.1078
H (4.622, 1.587, -3.067)  0.1117
H (6.056, 0.471, -3.098)  0.1099
H (5.964, 3.453, -3.509)  0.0774
H (6.431, 2.264, -4.856)  0.0752
H (7.495, 2.477, -3.513)  0.0785
H (3.191, 0.965, -1.162)  0.0495
H (3.669, 2.475, -0.318)  0.0742
H (3.241, 0.879, 0.520)  0.0490
O (1.013, 6.307, -0.079)  -0.3084
S (2.188, 6.119, -0.897)  0.6129
O (3.469, 5.818, -0.315)  -0.2716
O (1.935, 4.918, -1.983)  -0.2525
C (0.582, 4.405, -2.105)  -0.2478
C (0.610, 3.039, -1.499)  -0.0745
C (2.352, 7.604, -1.919)  -0.1070
H (0.258, 4.348, -3.146)  0.1238
H (-0.141, 5.017, -1.563)  0.1090
H (1.173, 2.280, -2.041)  0.0711
H (-0.405, 2.628, -1.427)  0.0848
H (0.993, 3.042, -0.478)  0.0486
H (1.503, 7.753, -2.579)  0.0692
H (3.277, 7.395, -2.450)  0.0656
H (2.405, 8.447, -1.235)  0.0693
O (0.412, -5.167, -5.120)  -0.2975
S (1.287, -4.688, -4.076)  0.6213
O (2.604, -5.193, -3.878)  -0.2857
O (1.474, -3.070, -4.305)  -0.2798
C (2.178, -2.303, -3.280)  -0.2625
C (3.308, -1.611, -3.998)  -0.0489
C (0.383, -4.681, -2.496)  -0.1133
H (2.440, -2.971, -2.460)  0.1005
H (1.438, -1.637, -2.836)  0.0895
H (3.983, -2.358, -4.412)  0.0849
H (3.904, -1.034, -3.285)  0.0565
H (2.896, -0.943, -4.752)  0.0831
H (-0.328, -5.494, -2.378)  0.0588
H (-0.281, -3.819, -2.581)  0.0610
H (1.140, -4.567, -1.732)  0.0565
O (-6.246, 1.281, -2.048)  -0.2888
S (-4.846, 1.470, -1.740)  0.6034
O (-4.167, 2.674, -2.146)  -0.2984
O (-4.720, 1.295, -0.149)  -0.2558
C (-3.440, 1.329, 0.485)  -0.3009
C (-3.565, 2.042, 1.808)  -0.0541
C (-3.923, 0.034, -2.333)  -0.0935
H (-2.661, 1.719, -0.177)  0.0960
H (-3.053, 0.312, 0.578)  0.0928
H (-2.660, 1.921, 2.405)  0.0722
H (-4.372, 1.625, 2.415)  0.0764
H (-3.792, 3.105, 1.719)  0.0807
H (-2.898, 0.053, -1.973)  0.0500
H (-4.034, 0.174, -3.407)  0.0716
H (-4.432, -0.865, -1.991)  0.0578
O (-4.748, -3.089, 4.744)  -0.2919
S (-4.118, -3.432, 3.498)  0.6028
O (-2.997, -4.330, 3.520)  -0.2793
O (-5.260, -4.073, 2.539)  -0.2860
C (-5.790, -5.333, 3.005)  -0.2745
C (-7.111, -5.609, 2.341)  -0.0637
C (-3.821, -1.960, 2.503)  -0.0975
H (-5.920, -5.272, 4.089)  0.1144
H (-4.991, -6.055, 2.813)  0.1166
H (-7.736, -4.754, 2.616)  0.0887
H (-7.653, -6.449, 2.778)  0.0798
H (-7.111, -5.747, 1.264)  0.0610
H (-4.681, -1.301, 2.537)  0.0764
H (-3.622, -2.336, 1.501)  0.0434
H (-2.915, -1.494, 2.887)  0.0730
C (0.738, 3.218, 2.108)  -0.2559
S (1.926, 3.702, 3.365)  0.8275
O (3.289, 3.365, 2.819)  -0.5451
C (1.702, 5.537, 3.183)  -0.2340
H (1.002, 2.227, 1.741)  0.0399
H (0.811, 3.902, 1.260)  0.0250
H (-0.283, 3.312, 2.477)  0.0541
H (2.221, 5.982, 4.029)  0.0394
H (0.639, 5.767, 3.303)  0.0506
H (1.992, 5.970, 2.229)  0.0256
C (3.747, 0.043, 3.549)  -0.2752
S (3.661, -0.299, 5.326)  0.8133
O (4.996, -0.037, 5.925)  -0.5667
C (2.661, 1.177, 5.759)  -0.2724
H (2.860, -0.132, 2.940)  0.0353
H (4.410, -0.723, 3.119)  0.0534
H (4.324, 0.947, 3.353)  0.0481
H (2.364, 1.102, 6.802)  0.0398
H (1.740, 1.081, 5.176)  0.0361
H (3.162, 2.092, 5.456)  0.0299
C (-4.808, -5.960, -1.074)  -0.2462
S (-4.038, -4.328, -1.372)  0.8391
O (-4.997, -3.302, -0.850)  -0.5637
C (-2.712, -4.538, -0.133)  -0.2407
H (-5.499, -5.919, -0.237)  0.0291
H (-4.026, -6.709, -0.947)  0.0503
H (-5.359, -6.225, -1.977)  0.0411
H (-1.987, -5.191, -0.621)  0.0370
H (-3.083, -4.916, 0.816)  0.0445
H (-2.206, -3.582, -0.018)  0.0220

Values from the calculation:
Electronic energy ... -223400.0427 eV
Gap between HOMO and LUMO ... 0.2997 Eh
Net charge ... -1

This record from OMol25 describes 9 unconnected molecules or ions with the total composition C21H58N2O15S. The level of theory is ωB97M-V with the def2-TZVPD basis set.

Each line ends with the Löwdin charge.
CARTESIAN COORDINATES (ANGSTROEM)
O (1.524, -0.341, 3.337)  0.0669
N (1.121, -0.466, 2.247)  -0.0511
O (0.364, 0.636, 1.861)  -0.0832
C (-0.090, 0.448, 0.500)  -0.1766
N (-0.707, 1.656, 0.010)  0.1291
C (0.034, 2.283, -1.013)  -0.5511
O (-0.417, 2.414, -2.122)  0.1235
O (1.291, 2.645, -0.760)  0.0313
C (1.758, 3.094, 0.514)  -0.1578
C (3.252, 2.835, 0.567)  -0.1584
C (3.703, 1.361, 0.516)  -0.2026
S (4.097, 0.644, -1.065)  0.5772
O (4.910, -0.513, -0.805)  -0.2901
O (4.581, 1.684, -1.918)  -0.2637
O (2.739, 0.121, -1.685)  -0.1750
H (-0.828, -0.353, 0.534)  0.1324
H (0.724, 0.119, -0.140)  0.0937
H (-1.587, 1.418, -0.437)  0.1112
H (1.584, 4.166, 0.610)  0.1362
H (1.278, 2.596, 1.347)  0.1005
H (3.749, 3.398, -0.223)  0.1180
H (3.598, 3.206, 1.534)  0.1109
H (4.657, 1.297, 1.040)  0.1093
H (3.008, 0.702, 1.032)  0.0817
H (2.383, -0.608, -1.133)  0.0378
C (-0.367, -2.736, -2.687)  -0.0613
C (0.760, -1.779, -2.361)  -0.2868
O (1.253, -1.980, -1.024)  -0.1108
H (-1.191, -2.618, -1.981)  0.0740
H (-0.742, -2.563, -3.696)  0.0825
H (-0.023, -3.771, -2.622)  0.0781
H (0.410, -0.746, -2.410)  0.1133
H (1.580, -1.898, -3.071)  0.0954
H (1.576, -2.885, -0.965)  0.1077
C (5.030, -2.511, -6.029)  -0.0913
C (4.169, -2.021, -4.880)  -0.3126
O (3.233, -3.012, -4.450)  -0.0948
H (4.405, -2.807, -6.872)  0.0746
H (5.719, -1.734, -6.358)  0.0751
H (5.616, -3.383, -5.728)  0.0715
H (3.574, -1.162, -5.186)  0.1154
H (4.795, -1.715, -4.037)  0.1103
H (3.731, -3.782, -4.158)  0.0808
C (-0.835, -3.093, 2.411)  -0.0853
C (-2.187, -3.302, 1.755)  -0.3091
O (-2.201, -4.447, 0.903)  -0.0824
H (-0.058, -2.980, 1.653)  0.0633
H (-0.842, -2.204, 3.043)  0.0666
H (-0.566, -3.950, 3.035)  0.0605
H (-2.449, -2.455, 1.122)  0.1010
H (-2.969, -3.405, 2.515)  0.1093
H (-1.995, -5.216, 1.442)  0.0591
C (-4.427, 3.404, 0.438)  -0.0851
C (-4.761, 2.357, -0.608)  -0.3104
O (-3.988, 1.171, -0.442)  -0.0940
H (-3.367, 3.658, 0.396)  0.0701
H (-5.010, 4.312, 0.284)  0.0746
H (-4.638, 3.026, 1.442)  0.0689
H (-4.535, 2.727, -1.607)  0.1139
H (-5.827, 2.107, -0.568)  0.1040
H (-4.184, 0.809, 0.431)  0.0568
C (-0.185, 3.493, -6.229)  -0.0930
C (-0.275, 4.929, -5.745)  -0.3302
O (-1.035, 5.043, -4.549)  -0.0867
H (-1.183, 3.089, -6.397)  0.0737
H (0.383, 3.427, -7.159)  0.0699
H (0.305, 2.866, -5.481)  0.0707
H (-0.778, 5.553, -6.483)  0.1071
H (0.730, 5.337, -5.586)  0.1066
H (-0.606, 4.499, -3.877)  0.0626
C (-7.599, -0.258, 2.239)  -0.0879
C (-6.442, -1.239, 2.279)  -0.3124
O (-5.177, -0.576, 2.302)  -0.0935
H (-7.518, 0.388, 1.364)  0.0699
H (-8.554, -0.782, 2.199)  0.0756
H (-7.596, 0.380, 3.126)  0.0737
H (-6.436, -1.863, 1.387)  0.1140
H (-6.527, -1.893, 3.152)  0.1086
H (-5.144, -0.027, 3.091)  0.0820
C (0.067, -7.244, 3.059)  -0.0858
C (0.882, -6.782, 4.252)  -0.3202
O (0.131, -5.928, 5.111)  -0.0853
H (-0.291, -6.380, 2.497)  0.0488
H (0.656, -7.874, 2.392)  0.0775
H (-0.808, -7.813, 3.383)  0.0763
H (1.741, -6.199, 3.926)  0.1123
H (1.252, -7.643, 4.818)  0.1083
H (-0.629, -6.423, 5.432)  0.0792
C (3.603, 5.482, 4.932)  -0.0920
C (2.150, 5.265, 4.553)  -0.3161
O (1.968, 4.089, 3.769)  -0.0894
H (4.222, 5.549, 4.037)  0.0738
H (3.725, 6.398, 5.511)  0.0739
H (3.974, 4.647, 5.531)  0.0724
H (1.786, 6.090, 3.943)  0.1116
H (1.527, 5.208, 5.451)  0.1085
H (2.265, 3.336, 4.289)  0.0822

Values from the calculation:
Electronic energy ... -67241.1733 eV
Gap between HOMO and LUMO ... 0.3548 Eh